{"formula": "C10H10BrNO3Rh", "method": "the ωB97M-V functional and the def2-TZVPD basis", "species": ["C", "C", "C", "H", "C", "C", "H", "H", "H", "H", "Rh", "Br", "C", "C", "C", "H", "C", "C", "H", "H", "H", "H", "O", "N", "O", "O"], "xyz": [[0.4483, 1.5330, -0.0740], [-0.3617, 1.9616, 1.0379], [0.1573, 1.3119, 2.2090], [-1.1848, 2.6872, 1.0064], [1.2538, 0.4432, 1.8206], [1.4414, 0.6274, 0.4089], [2.1662, 0.0844, -0.1816], [0.2844, 1.8388, -1.1026], [-0.1667, 1.4183, 3.2489], [1.8891, -0.1594, 2.4574], [-0.4045, -0.0546, 0.8214], [-2.5870, -0.4101, -0.6869], [0.0203, -1.7947, -2.1926], [1.3992, -1.5284, -2.0320], [1.6289, -0.1642, -2.4156], [2.1625, -2.2320, -1.7079], [0.3860, 0.3967, -2.8031], [-0.6077, -0.6150, -2.7142], [-1.6187, -0.5087, -3.0879], [-0.4781, -2.7361, -2.0056], [2.5866, 0.3531, -2.3995], [0.2031, 1.4261, -3.1021], [-1.0722, -0.9295, 4.0537], [-2.1488, -0.9773, 3.4086], [-3.2283, -1.3333, 3.9176], [-2.1684, -0.6383, 2.1152]], "forces_ev_per_angstrom": [[0.64, 2.55, -0.62], [0.79, 2.29, 0.77], [2.07, 1.90, 2.05], [0.44, -0.58, -0.04], [1.76, 2.08, 1.37], [1.91, 0.67, 0.34], [-0.14, 0.17, 0.17], [0.08, -0.10, 0.59], [-0.15, -0.16, -0.64], [-0.25, 0.13, 0.04], [-7.73, -8.59, -2.95], [-0.05, 0.08, -0.13], [2.09, -0.43, 0.26], [-1.86, -0.84, -0.22], [-1.35, 0.80, -0.89], [-0.26, 0.15, 0.01], [0.99, -0.51, -0.20], [0.45, 0.94, -0.37], [0.34, -0.24, 0.03], [0.05, 0.12, 0.03], [-0.25, -0.12, -0.04], [0.12, -0.32, -0.10], [-1.36, -0.05, -0.93], [-0.02, 0.11, -0.37], [1.51, 0.49, -0.64], [0.19, -0.54, 2.48]], "lowdin_spin": [0.131, 0.137, 0.157, 0.009, 0.105, 0.127, 0.020, 0.011, 0.011, 0.013, 1.960, 0.303, 0.144, 0.124, 0.244, 0.003, 0.021, 0.309, 0.006, 0.002, 0.011, -0.004, 0.001, 0.003, 0.015, 0.136], "spin_multiplicity": 5, "total_charge": -1, "gap_ev": [6.621, 6.325], "de_lowest_kcal_mol": 4.4, "s_squared": 6.02}

=====

{"formula": "C10H10CeClF5OTe", "method": "the ωB97M-V functional and the def2-TZVPD basis", "species": ["C", "C", "C", "H", "C", "C", "H", "H", "H", "H", "Ce", "Cl", "C", "C", "C", "H", "C", "C", "H", "H", "H", "H", "F", "Te", "F", "F", "F", "F", "O"], "xyz": [[-2.5328, -1.0204, -0.5507], [-1.7493, -1.1991, -1.7481], [-1.4692, 0.1034, -2.2737], [-1.4993, -2.1604, -2.2187], [-1.9938, 1.0701, -1.3792], [-2.6164, 0.3922, -0.2920], [-3.1753, 0.8520, 0.5250], [-2.9664, -1.8177, 0.0588], [-1.0037, 0.3090, -3.2417], [-1.9988, 2.1521, -1.5564], [-0.3467, -0.8063, 0.8173], [0.3354, -3.2569, 0.3554], [2.8300, 0.1141, -0.2508], [2.3426, 1.3312, -0.8066], [1.7583, 1.0448, -2.0752], [2.4152, 2.3123, -0.3461], [1.8394, -0.3597, -2.2902], [2.5092, -0.9417, -1.1675], [2.7066, -2.0018, -1.0201], [3.3255, -0.0050, 0.7123], [1.2959, 1.7662, -2.7437], [1.4410, -0.9017, -3.1461], [-0.4841, -0.4172, 5.4069], [-0.1263, 0.6621, 3.6727], [1.2146, -0.8857, 2.9784], [-1.5967, -1.1198, 2.4658], [-1.7387, 1.7922, 3.9007], [1.2117, 1.8208, 4.4086], [0.0721, 1.1706, 1.8049]], "forces_ev_per_angstrom": [[0.55, 0.28, -0.46], [-0.45, 0.42, 0.24], [-0.14, -0.62, 0.66], [-0.14, 0.58, 0.33], [-0.02, -0.38, 0.24], [-0.23, -0.37, -0.59], [0.32, -0.14, -0.24], [0.11, 0.29, -0.21], [-0.03, -0.07, 0.52], [0.18, -0.55, 0.30], [0.81, 2.11, 0.88], [-0.07, 0.04, -0.05], [-0.29, -3.25, -0.83], [-1.22, 0.89, -2.60], [0.55, 0.77, 1.38], [-0.08, -0.26, -0.09], [0.04, 0.60, 0.25], [0.62, 0.91, 2.07], [-0.02, 0.39, -0.04], [-0.18, 0.03, -0.31], [0.11, -0.20, 0.25], [0.16, 0.15, 0.25], [0.11, 0.09, 0.62], [-0.81, -0.45, 1.95], [-0.05, -0.40, -1.22], [0.24, -0.17, -1.03], [0.19, 0.53, 0.04], [0.06, 0.36, -0.10], [-0.32, -1.57, -2.18]], "lowdin_spin": [0.002, 0.006, 0.011, 0.000, 0.001, 0.008, 0.000, 0.000, 0.000, 0.000, -0.006, 0.002, 0.224, 0.260, 0.023, 0.010, 0.350, 0.069, -0.002, 0.007, -0.005, 0.016, 0.003, 0.001, 0.002, 0.000, 0.000, 0.001, 0.017], "spin_multiplicity": 2, "total_charge": -1, "gap_ev": [5.916, 4.701], "s_squared": 0.77}

=====

{"formula": "C10H10Cl3NO2Sn", "method": "the ωB97M-V functional and the def2-TZVPD basis", "species": ["C", "C", "C", "C", "C", "Sn", "C", "C", "C", "N", "H", "H", "H", "H", "H", "H", "H", "H", "H", "H", "Cl", "C", "Cl", "Cl", "C", "O", "O"], "xyz": [[0.0651, -1.8968, -2.2143], [-1.1546, -1.6279, -1.5680], [-0.9468, -1.6769, -0.1472], [0.4341, -2.0948, 0.0722], [1.0434, -2.1909, -1.2403], [0.5810, 0.2416, 0.1443], [-1.2137, 2.4695, -0.9056], [-0.6252, 3.4029, -1.6504], [0.2671, 3.2780, -2.6037], [2.5940, -0.3191, -0.7328], [-1.7116, -1.6664, 0.6250], [-2.1278, -1.5948, -2.0575], [0.8823, -2.3358, 1.0298], [2.0768, -2.4260, -1.4592], [0.2371, -1.8711, -3.2922], [-1.5242, 1.5783, -1.4856], [2.6400, 0.0730, -1.7252], [-1.6368, 2.4029, 0.0963], [0.1444, 3.4637, -3.6902], [1.2666, 2.7929, -2.4486], [-0.9055, 0.1552, 5.8932], [0.3534, 0.1242, 4.6576], [1.4688, 1.5143, 4.8254], [1.2785, -1.4076, 4.8097], [-0.2813, 0.2237, 3.1961], [-1.4999, 0.4077, 3.0551], [0.6644, 0.1029, 2.2991]], "forces_ev_per_angstrom": [[-1.35, 0.44, 0.01], [0.88, -0.52, -0.68], [1.64, -1.32, 0.41], [-1.43, -0.23, -0.65], [0.80, 0.88, 0.78], [0.13, 0.65, 0.01], [-1.48, -0.05, 0.16], [0.70, -2.69, 0.12], [1.16, 0.31, -1.92], [-0.53, 0.04, -0.76], [0.17, 0.23, -0.16], [0.33, 0.52, 0.18], [-0.05, -0.05, -0.17], [-0.33, -0.42, 0.20], [-0.11, -0.10, 0.45], [0.43, 0.43, 0.35], [-0.32, -0.29, 1.29], [0.04, 0.99, -0.09], [-0.17, 0.82, 0.89], [-0.99, 0.42, 0.42], [0.29, 0.12, -0.19], [-0.16, -0.08, -0.48], [-0.31, -0.31, 0.13], [-0.24, 0.41, -0.10], [-1.37, 0.22, -0.30], [2.86, -0.47, -0.03], [-0.59, 0.03, 0.12]], "mulliken_charge": [-0.225, -0.582, -0.365, -0.616, -0.577, 0.863, -0.803, 0.085, -0.429, -0.484, 0.531, 0.462, 0.553, 0.470, 0.440, 0.292, 0.218, 0.424, 0.248, 0.181, -0.113, 0.645, -0.141, -0.152, 0.273, -0.593, -0.604], "total_charge": 0, "gap_ev": [5.476, 5.494], "de_lowest_kcal_mol": 16.6}

=====

{"formula": "C10H10ClFeI", "method": "the ωB97M-V functional and the def2-TZVPD basis", "species": ["C", "C", "C", "H", "C", "C", "H", "H", "H", "H", "Fe", "Cl", "C", "C", "C", "H", "C", "C", "H", "H", "H", "H", "I"], "xyz": [[0.9682, 2.3100, 2.8964], [0.7421, 2.3003, 1.4749], [1.7308, 1.4153, 0.8649], [-0.0305, 2.8754, 0.9528], [2.5626, 0.8898, 1.9141], [2.0961, 1.4432, 3.1723], [2.5272, 1.2445, 4.1668], [0.3890, 2.8722, 3.6402], [1.8319, 1.2012, -0.2041], [3.4162, 0.2099, 1.7833], [0.3169, 0.2074, 2.1563], [-0.5973, -0.2942, 4.1084], [-2.1304, -2.4548, -1.9763], [-0.8212, -2.7131, -2.5040], [-0.4326, -1.5771, -3.3076], [-0.2242, -3.6153, -2.3378], [-1.5014, -0.6231, -3.2733], [-2.5561, -1.1598, -2.4431], [-3.5089, -0.6747, -2.2239], [-2.7111, -3.1188, -1.3305], [0.5096, -1.4674, -3.8541], [-1.5230, 0.3464, -3.7793], [-1.0540, 0.3826, 0.1033]], "forces_ev_per_angstrom": [[1.16, -0.19, -0.86], [1.70, 0.51, 0.68], [0.34, 1.07, 1.03], [0.54, -0.44, 0.36], [-0.66, 0.56, 0.41], [-0.21, 0.33, -0.76], [-0.43, -0.01, -0.71], [0.29, -0.46, -0.46], [-0.14, 0.06, 0.67], [-0.56, 0.39, 0.09], [0.46, -0.06, 0.89], [-0.34, -0.58, 0.59], [2.21, -0.97, -0.73], [-2.73, -0.07, 1.28], [-1.81, 1.99, -0.27], [-0.31, 0.46, -0.01], [1.09, -1.22, -0.13], [1.14, 0.01, -0.66], [0.42, -0.20, -0.04], [0.35, 0.34, -0.26], [-0.45, -0.01, 0.30], [0.07, -0.47, 0.31], [-2.11, -1.05, -1.70]], "lowdin_spin": [0.041, 0.045, 0.051, 0.002, 0.017, 0.080, 0.005, 0.001, 0.003, 0.001, 3.520, 0.121, 0.079, 0.185, 0.246, 0.008, 0.027, 0.379, 0.014, -0.002, 0.012, -0.005, 0.167], "spin_multiplicity": 6, "total_charge": -1, "gap_ev": [6.465, 5.175], "de_lowest_kcal_mol": 0.0, "s_squared": 8.78}